Entry 1:
Computed, not measured: a structure of composition H4N2O2P, with the ωB97M-V functional and the def2-TZVPD basis.

```
! RIJCOSX wB97M-V def2-TZVPD def2/J DEFGRID3
* xyz -1 1
N 1.10 -1.05 -0.53
N -0.52 1.73 -0.05
O -0.34 -0.73 1.67
O -1.42 -1.22 -0.68
P -0.34 -0.64 0.20
H 1.75 -0.38 -0.18
H 0.99 -0.84 -1.47
H 0.14 1.81 0.70
H -1.36 1.32 0.34
*
```

Properties
Largest force on an atom: 3.47 eV/A
Gap between HOMO and LUMO: 8.651 eV


Entry 2:
Computed, not measured: the ion H4N2O2P with charge -1, with the ωB97M-V functional and the def2-TZVPD basis.

```
! RIJCOSX wB97M-V def2-TZVPD def2/J DEFGRID3
* xyz -1 1
N -0.15 0.90 1.08
N 0.18 1.02 -0.27
P 0.06 -0.69 -0.88
O 0.65 -1.80 0.49
O 0.53 -0.79 -2.26
H -1.09 1.27 1.40
H 0.00 -0.05 1.34
H 1.26 0.98 -0.26
H -1.44 -0.84 -0.64
*
```

Properties
Largest force on an atom: 6.82 eV/A
Gap between HOMO and LUMO: 8.917 eV
SMILES: NN[P@H](=O)[O-]


Entry 3:
Computed, not measured: an isolated molecule of H4N2O2S, with the ωB97M-V functional and the def2-TZVPD basis.

```
! RIJCOSX wB97M-V def2-TZVPD def2/J DEFGRID3
* xyz 0 1
N -0.39 0.64 0.24
N -0.48 1.30 -1.16
O 0.07 -1.05 1.84
O 0.89 -1.93 -0.34
S -0.41 -1.21 0.30
H 0.03 2.21 -1.09
H -1.40 1.52 -1.28
H 0.02 -0.11 2.00
H 1.67 -1.37 -0.50
*
```

Properties
Largest force on an atom: 4.62 eV/A
Gap between HOMO and LUMO: 9.105 eV


Entry 4:
Computed, not measured: an isolated molecule of H4N2O2S, with the ωB97M-V functional and the def2-TZVPD basis.

```
! RIJCOSX wB97M-V def2-TZVPD def2/J DEFGRID3
* xyz 0 1
N 0.84 -1.29 -1.60
S 0.49 -0.45 -0.48
N -1.18 -0.18 -0.24
O 0.75 1.19 -0.60
O 0.99 -0.61 1.01
H -1.55 -0.72 0.41
H -1.10 0.72 0.16
H 1.03 1.37 -1.51
H 1.27 -1.49 1.15
*
```

Properties
Largest force on an atom: 5.37 eV/A
Gap between HOMO and LUMO: 10.125 eV
SMILES: N#S(N)(O)O